# 1
58
Properties=species:S:1:pos:R:3:forces:R:3 method="wB97M-V/def2-TZVPD" gap_ev=8.97 smiles="CCc1cccc(C)c1N(C(=O)Cn1c(CO)nc2ccccc21)[C@@H](C)COC" relative_energy_kcal_mol=54.6 total_energy_ev=-34935.308
C 0.511912 2.056405 -2.642143 -0.05 0.02 0.17
H 0.236321 1.484846 -3.525604 0.00 -0.03 -0.10
H 0.200303 3.087764 -2.786605 0.01 0.10 -0.07
H 1.594425 2.042104 -2.542823 0.14 0.00 -0.05
C -0.166560 1.488862 -1.393043 -0.01 0.08 -0.18
C 0.075314 0.013566 -1.223557 0.01 -0.08 0.08
C -0.521923 -0.867954 -2.115293 0.07 0.06 0.06
C -0.306474 -2.229231 -2.024823 0.10 -0.07 -0.03
C 0.505383 -2.731971 -1.027097 0.10 0.10 -0.10
C 1.103539 -1.885287 -0.102705 0.03 0.06 0.00
C 0.881392 -0.511564 -0.206143 -0.30 -0.30 -0.23
N 1.509771 0.378062 0.718033 0.28 -0.03 -0.30
C 0.859135 0.863472 1.797567 -0.34 -0.25 0.20
O 1.252465 1.816908 2.441422 -0.02 0.21 0.13
C -0.381573 0.084261 2.280919 0.24 0.20 0.41
N -1.521028 0.110911 1.409279 -0.30 0.13 -0.11
C -2.219141 1.211465 0.996111 -0.20 -0.11 -0.18
N -3.195999 0.928040 0.179803 -0.02 0.68 0.05
C -3.179609 -0.435674 0.035025 0.46 -0.45 0.34
C -4.003736 -1.271122 -0.707727 0.06 0.07 0.05
C -3.775658 -2.628578 -0.627322 -0.11 -0.09 -0.12
C -2.765385 -3.153667 0.178496 0.03 -0.08 0.10
C -1.930649 -2.338860 0.916499 0.04 0.00 0.17
C -2.135749 -0.973283 0.821710 -0.62 -0.17 -0.37
H -1.160684 -2.758734 1.545961 0.09 -0.06 0.04
H -2.635918 -4.224513 0.228395 0.03 -0.10 0.00
H -4.400076 -3.307096 -1.189389 -0.06 -0.06 -0.05
H -4.796049 -0.861496 -1.313197 -0.10 0.06 -0.07
C -1.965503 2.602821 1.468895 0.14 0.24 0.33
O -2.561099 3.541269 0.616852 -0.15 0.10 -0.15
H -3.331769 3.111109 0.219164 0.02 -0.04 -0.04
H -2.375354 2.698115 2.491763 0.17 -0.07 -0.12
H -0.896728 2.828307 1.522996 -0.09 -0.08 0.06
H -0.645179 0.525647 3.249954 0.14 -0.13 -0.16
H -0.100123 -0.960168 2.433379 -0.05 0.07 0.02
C 2.799301 0.989721 0.358195 0.47 0.20 0.07
C 3.814379 0.848076 1.491160 -0.13 0.23 -0.06
H 3.474320 1.375206 2.376505 0.07 -0.02 0.04
H 4.753266 1.281339 1.159242 0.13 0.00 0.01
H 3.975253 -0.199786 1.735010 0.03 -0.15 -0.01
H 2.640209 2.059517 0.171452 -0.02 -0.09 -0.05
C 3.385839 0.370839 -0.912402 -0.23 -0.01 -0.17
O 4.443356 1.198232 -1.336010 -0.12 0.16 0.33
C 5.079838 0.720714 -2.491574 0.02 -0.07 -0.09
H 5.521146 -0.269825 -2.323160 0.01 0.03 -0.02
H 5.866568 1.433052 -2.729945 0.02 -0.06 -0.07
H 4.379454 0.652210 -3.333828 0.03 0.01 0.01
H 2.634156 0.290435 -1.709677 0.13 -0.01 0.08
H 3.758851 -0.643982 -0.702103 -0.05 0.01 -0.01
C 1.973509 -2.466129 0.973292 -0.02 0.01 -0.03
H 2.170703 -1.744368 1.761431 0.06 -0.03 0.06
H 1.502774 -3.347049 1.406895 -0.01 -0.07 0.06
H 2.927865 -2.782153 0.551621 0.11 -0.02 0.06
H 0.675111 -3.795881 -0.951715 0.00 -0.14 0.03
H -0.777875 -2.898862 -2.727579 -0.07 -0.07 -0.06
H -1.167871 -0.474755 -2.885690 -0.10 0.06 -0.10
H 0.182274 2.043021 -0.522072 -0.08 0.03 0.05
H -1.242380 1.653274 -1.485367 0.04 0.02 0.10

=====

# 2
58
Properties=species:S:1:pos:R:3:forces:R:3 method="wB97M-V/def2-TZVPD" gap_ev=9.37 relative_energy_kcal_mol=65.3 total_energy_ev=-34934.846
C 3.444422 0.910462 -2.311067 0.00 -0.01 0.00
C 2.650382 -0.274678 -2.825750 -0.10 0.01 -0.01
C 1.242838 0.072508 -3.306668 0.01 -0.02 0.00
N 0.563861 -1.218457 -3.308592 -0.02 0.00 -0.01
C -0.772640 -1.390971 -3.501198 0.03 0.00 0.03
O -1.306490 -2.470181 -3.308133 0.00 0.00 0.00
C -1.548046 -0.175487 -3.965371 -0.01 0.00 -0.03
C -3.050636 -0.391332 -3.823732 -0.01 0.00 -0.01
C -3.512544 -0.453198 -2.363368 -0.01 -0.01 0.00
C -3.882993 0.997055 -2.024241 0.00 0.01 0.00
N -4.267369 1.531009 -3.321117 0.00 -0.03 -0.02
C -3.758453 0.839078 -4.379539 0.05 0.05 0.03
O -3.818598 1.179044 -5.543055 -0.02 -0.01 -0.01
C 1.269924 -2.199805 -2.488094 0.01 0.01 0.02
C 2.372413 -1.394294 -1.805205 0.16 0.09 -0.01
N 2.031322 -0.887549 -0.473927 -0.10 -0.21 0.07
C 0.800656 -0.585993 0.018914 0.04 0.10 -0.05
O -0.225018 -0.554654 -0.640198 -0.01 0.01 0.00
C 0.780774 -0.267048 1.483386 0.01 0.01 0.00
C 0.194321 1.018587 2.110557 -0.01 0.02 0.02
C 0.654810 0.137143 3.309021 -0.01 -0.01 -0.05
C 0.557933 0.459329 4.755505 0.00 0.00 0.00
C 1.697819 0.551105 5.545159 -0.01 0.00 0.00
C 1.598318 0.855454 6.896447 0.00 0.00 0.00
C 0.354898 1.070413 7.470171 0.00 0.00 0.00
C -0.789754 0.979949 6.687866 0.00 0.00 0.00
C -0.687946 0.676260 5.340212 0.01 0.00 0.00
C 1.945781 -0.159247 2.501459 0.01 0.00 0.02
C -0.001280 -1.059351 2.559048 -0.01 -0.01 0.02
H 2.924570 1.400051 -1.486277 0.00 0.00 0.00
H 4.430750 0.603016 -1.957619 0.00 0.00 0.00
H 3.591774 1.648584 -3.100382 0.00 0.00 0.00
H 3.188386 -0.743329 -3.655954 0.00 0.00 0.00
H 0.772850 0.765950 -2.600175 -0.01 0.01 0.00
H 1.242645 0.527119 -4.298387 0.00 0.01 0.00
H -1.238508 0.697444 -3.383424 0.01 -0.01 0.02
H -1.294371 0.037521 -5.008072 -0.01 0.01 0.00
H -3.340329 -1.273643 -4.389899 0.01 0.00 0.00
H -4.399990 -1.081965 -2.287332 0.01 -0.01 0.00
H -2.752897 -0.854236 -1.695668 0.00 0.01 0.00
H -4.705310 1.059956 -1.311755 0.00 0.00 0.00
H -3.028754 1.540061 -1.606229 0.00 0.00 0.00
H -4.624667 2.461209 -3.460626 0.00 0.00 0.00
H 0.577037 -2.672075 -1.794695 0.00 0.00 -0.01
H 1.716175 -2.981105 -3.107566 -0.01 0.00 0.00
H 3.260680 -2.011007 -1.663967 0.00 0.00 0.00
H 2.777429 -0.880794 0.200382 0.01 0.01 0.00
H 0.755703 1.939467 1.946953 0.00 0.00 0.00
H -0.879206 1.159347 1.991609 0.00 -0.01 0.00
H 2.670651 0.382833 5.098554 0.00 0.00 0.00
H 2.493520 0.924026 7.501046 0.00 0.00 0.00
H 0.275542 1.307327 8.523065 0.00 0.00 0.00
H -1.763075 1.146233 7.131234 0.00 0.00 0.00
H -1.582457 0.605508 4.732092 0.00 0.00 0.00
H 2.464914 -1.086562 2.753858 0.00 0.00 -0.01
H 2.634168 0.678253 2.369523 0.00 0.00 0.00
H -1.086249 -1.043760 2.464738 0.00 0.00 0.00
H 0.380313 -2.050579 2.806479 0.00 0.00 0.00

=====

# 3
62
Properties=species:S:1:pos:R:3:forces:R:3 method="wB97M-V/def2-TZVPD" gap_ev=8.10 smiles="CCCCOc1ccc(/C=C/C(=O)OCC(=O)c2c(N)n(C)c(=O)n(C)c2=O)cc1OCC" relative_energy_kcal_mol=23.4 total_energy_ev=-43125.615
C 6.139874 5.815018 -1.297338 -0.02 -0.25 0.01
H 6.366732 6.255169 -2.266339 0.05 0.10 -0.08
C 5.391681 4.499535 -1.468010 -0.13 0.25 -0.07
H 6.018127 3.792730 -2.017676 0.00 -0.09 0.03
C 4.074108 4.692929 -2.215063 0.03 -0.56 0.21
C 3.305710 3.382771 -2.355251 0.03 0.32 -0.44
O 2.941356 2.957669 -1.057955 -0.06 -0.08 0.25
C 2.269546 1.795860 -0.906738 -0.07 -0.12 0.28
C 1.865624 0.957851 -1.936443 0.15 0.28 -0.02
C 1.177075 -0.212356 -1.672152 -0.13 -0.19 0.37
C 0.872777 -0.577503 -0.364383 0.39 0.62 -0.36
C 1.284414 0.267915 0.678877 -0.02 -0.02 -0.06
C 1.971547 1.437566 0.433190 0.15 0.25 -0.24
O 2.395879 2.329046 1.367583 0.01 -0.02 -0.37
C 2.262337 2.022721 2.740541 0.08 -0.17 0.43
C 3.295657 1.007774 3.221688 -0.23 0.23 -0.27
H 3.186597 0.853532 4.291612 0.00 -0.05 0.12
H 4.296945 1.378730 3.017927 0.09 0.02 0.01
H 3.172914 0.054754 2.713320 0.02 -0.11 0.01
H 2.422648 2.980219 3.243949 -0.11 -0.14 -0.04
H 1.244255 1.681853 2.966523 0.06 0.09 -0.03
H 1.039980 -0.023747 1.688110 0.01 0.00 0.15
C 0.149926 -1.778594 -0.018746 -0.40 -0.66 -0.15
C -0.416701 -2.658380 -0.860072 0.24 0.41 0.23
C -1.221290 -3.777549 -0.372043 -0.24 -0.32 -0.27
O -2.046885 -4.364470 -1.042210 0.41 -0.03 0.04
O -0.993894 -4.050490 0.921132 0.23 0.04 -0.06
C -1.875058 -4.955852 1.563330 -0.07 -0.51 0.13
C -3.337306 -4.759491 1.188870 0.07 0.27 0.15
O -4.043275 -5.747369 1.024597 0.13 -0.18 0.09
C -3.797406 -3.397203 0.986741 -0.26 -0.04 0.04
C -4.860348 -3.182267 0.104126 0.37 0.03 0.49
N -5.647568 -4.189187 -0.281596 -0.02 -0.09 -0.28
H -6.199763 -4.119094 -1.118353 0.01 0.07 0.04
H -5.316352 -5.107831 0.036139 -0.14 0.14 0.00
N -5.118826 -1.926611 -0.360137 -0.16 -0.18 -0.11
C -4.355927 -0.818390 0.007960 0.04 -0.08 0.00
O -4.556923 0.270364 -0.482037 0.00 0.20 -0.07
N -3.412390 -1.031980 0.968266 0.19 0.16 0.14
C -3.088462 -2.271437 1.545081 -0.55 -0.08 -0.10
O -2.292482 -2.309293 2.462286 0.15 -0.07 0.16
C -2.666824 0.135947 1.406256 0.09 0.25 0.14
H -3.350518 0.974035 1.527049 0.08 -0.03 -0.01
H -2.191632 -0.116277 2.351421 -0.04 0.06 -0.11
H -1.909280 0.397150 0.665622 -0.01 0.05 0.03
C -6.189903 -1.698641 -1.310476 -0.18 0.20 -0.16
H -5.991479 -2.214392 -2.252021 -0.02 0.00 0.01
H -7.143009 -2.025357 -0.893121 0.01 -0.03 -0.03
H -6.223566 -0.626367 -1.498962 -0.05 -0.20 -0.01
H -1.739267 -4.777532 2.633028 -0.04 -0.05 -0.16
H -1.608523 -5.989686 1.314739 -0.10 0.19 0.02
H -0.403036 -2.544807 -1.932996 -0.01 0.02 -0.09
H 0.034389 -1.964328 1.041721 -0.04 -0.06 0.09
H 0.882860 -0.843662 -2.494624 -0.03 -0.07 -0.11
H 2.086969 1.213557 -2.960370 0.04 0.07 -0.07
H 3.937906 2.624445 -2.838477 -0.09 0.03 0.04
H 2.406759 3.535374 -2.969049 0.08 -0.10 0.07
H 3.450004 5.402189 -1.669566 -0.07 0.09 -0.06
H 4.262962 5.095112 -3.212314 -0.05 0.04 -0.04
H 5.175517 4.068208 -0.489819 0.05 -0.09 -0.01
H 7.074871 5.656011 -0.765687 0.11 0.08 0.05
H 5.539948 6.524108 -0.731659 -0.03 0.12 0.06